{
  "formula": "C14H48N12O10",
  "method": "ωB97M-V/def2-TZVPD",
  "symbols": ["C", "O", "N", "N", "H", "H", "H", "H", "C", "O", "N", "N", "H", "H", "H", "H", "C", "O", "N", "N", "H", "H", "H", "H", "C", "O", "N", "N", "H", "H", "H", "H", "C", "O", "N", "N", "H", "H", "H", "H", "C", "O", "N", "N", "H", "H", "H", "H", "C", "C", "O", "H", "H", "H", "H", "H", "H", "C", "C", "O", "H", "H", "H", "H", "H", "H", "C", "C", "O", "H", "H", "H", "H", "H", "H", "C", "C", "O", "H", "H", "H", "H", "H", "H"],
  "coordinates": [[3.24793, -3.01621, 1.95114], [2.66032, -3.77482, 2.67798], [4.52576, -3.31857, 1.42494], [2.80982, -1.73740, 1.58837], [4.83908, -4.28884, 1.46227], [4.76321, -2.71303, 0.64772], [1.89020, -1.48171, 1.95303], [3.19035, -1.23499, 0.78327], [-1.13838, 1.52586, 4.92714], [-1.72403, 1.67727, 5.99760], [-0.05327, 2.28133, 4.54721], [-1.55640, 0.55659, 4.03517], [0.25468, 2.95316, 5.20693], [0.62782, 1.97120, 3.89511], [-2.23612, -0.02845, 4.45038], [-0.95960, 0.16740, 3.29194], [-0.08489, -0.02117, 0.58212], [0.39140, -0.27232, 1.72705], [-1.16477, 0.79840, 0.41766], [0.45926, -0.54647, -0.55567], [-1.47833, 1.07957, -0.50014], [-1.49911, 1.29501, 1.21180], [0.15980, -0.30992, -1.50406], [1.19129, -1.23438, -0.51534], [1.93570, -3.56363, -1.69352], [2.61597, -2.53002, -1.57813], [2.19484, -4.69456, -0.96679], [0.82047, -3.68990, -2.56016], [2.88233, -4.64103, -0.25544], [1.84224, -5.58948, -1.25762], [0.39007, -2.86850, -2.97284], [0.19142, -4.42980, -2.30368], [-2.91111, 4.03716, -0.02667], [-4.08121, 4.05663, 0.33200], [-2.49372, 4.15661, -1.35548], [-1.82313, 3.94205, 0.80150], [-3.15188, 4.34475, -2.08425], [-1.52198, 4.08808, -1.58929], [-0.92914, 4.26199, 0.45866], [-2.04916, 4.07007, 1.76665], [-0.74574, -0.15441, -4.17859], [-0.39728, -0.85532, -3.23499], [0.05578, 0.12189, -5.29177], [-1.97792, 0.45793, -4.27458], [0.93836, -0.34750, -5.32685], [-0.28884, 0.65557, -6.07299], [-2.14067, 1.07999, -5.05412], [-2.63616, 0.44980, -3.52714], [4.40562, 1.38431, 0.82355], [4.26510, 0.80356, -0.56872], [4.46428, -0.59217, -0.50999], [5.41668, 1.15267, 1.17862], [3.71996, 0.89885, 1.54328], [4.10451, 2.42454, 0.88787], [4.91275, 1.28820, -1.32496], [3.27210, 1.04710, -0.96778], [4.00285, -1.08796, -1.20727], [-2.20470, -3.82828, 1.72674], [-1.18971, -3.51404, 2.83141], [-0.46351, -4.65479, 3.40804], [-3.19705, -3.90238, 2.20281], [-1.96352, -4.77910, 1.21847], [-2.24288, -3.00953, 0.99443], [-1.68137, -2.97274, 3.64468], [-0.42780, -2.83986, 2.45934], [0.43049, -4.61867, 3.09069], [0.84986, 2.64053, -2.04792], [1.41704, 4.07613, -1.99789], [0.60615, 4.79394, -1.09022], [1.39751, 2.11494, -2.83716], [-0.23494, 2.52207, -2.20318], [1.09129, 2.15762, -1.10686], [1.41827, 4.55607, -2.96858], [2.45396, 3.98445, -1.67473], [0.40697, 5.63855, -1.49648], [-4.40111, 0.36770, -1.13981], [-4.69864, 0.39903, 0.33580], [-4.17535, -0.87503, 0.76792], [-4.48476, 1.35529, -1.58892], [-5.08855, -0.27721, -1.65983], [-3.36314, 0.05176, -1.22710], [-5.77469, 0.43966, 0.55146], [-4.30492, 1.25422, 0.88185], [-4.57406, -1.08534, 1.61288]],
  "atomic_forces_ev_per_a": [[1.4215, 1.6666, -1.4250], [-0.8056, -0.6382, 0.6235], [-1.1102, 0.2543, 0.0432], [-0.2010, -1.4928, 0.7831], [-0.2503, 0.7091, -0.1051], [0.4874, -0.4491, 0.0807], [0.4041, 0.0950, -0.4172], [0.0126, -0.4119, 0.5986], [-0.1802, -0.8554, 0.4984], [0.4128, 0.4030, -0.8181], [-0.6988, 0.0966, -0.0665], [0.9367, 0.7411, -0.6355], [0.1529, 0.3309, 0.5888], [0.1816, -0.4634, -0.5303], [-0.5211, -0.6657, 0.1997], [-0.1689, 0.3047, 0.5494], [0.8330, -0.4714, 0.7228], [-1.1642, 0.5714, -1.4443], [0.6444, -0.5237, -0.5324], [-0.3657, 0.5716, -0.0251], [0.0822, -0.0698, 0.3136], [-0.2045, 0.3059, 0.3699], [-0.1530, -0.2207, 0.7076], [0.1714, -0.0543, 0.3172], [-0.7097, 0.5098, -0.5564], [-0.8857, -0.9214, -0.2617], [-0.5991, 0.4523, -0.9472], [1.4870, -0.0133, 0.9391], [0.5920, 0.0264, 0.4577], [-0.0197, 0.0795, 0.1638], [0.3649, 0.0651, 0.3314], [-0.1986, 0.0612, -0.0689], [-0.0081, 0.7187, -0.9408], [0.9307, -0.2647, -0.3127], [-0.5446, -0.3180, 0.4639], [-0.4138, -0.2434, 0.1316], [-0.2648, -0.0393, 0.0796], [0.1370, 0.1237, 0.0545], [0.0039, -0.0336, 0.1509], [0.1581, 0.0335, 0.4163], [-0.2753, 0.7282, -1.1212], [-0.0825, 0.2908, -0.6511], [-0.6934, -0.3822, 1.4120], [0.9013, -0.0240, -0.5479], [0.1721, -0.0154, -0.1922], [0.2079, -0.2376, 0.1063], [-0.1522, -0.1648, 0.3714], [-0.1616, -0.1782, 0.4198], [-0.1656, -0.8824, 0.5079], [-0.8531, 0.7542, -0.7696], [0.2279, -0.4750, -0.0855], [-0.1292, 0.5840, 0.0950], [0.2286, -0.1616, -0.5170], [0.5658, 0.3498, -0.2657], [0.3507, -0.2676, 0.5571], [-0.2653, -0.2955, 0.2130], [-0.0182, 0.3370, 0.0445], [-0.1401, -0.3284, 0.4799], [1.1977, -0.3788, 0.2787], [-1.9192, 0.6030, -0.3247], [0.2185, -0.2285, -0.4765], [-0.1068, 0.4454, 0.2101], [0.0130, -0.2233, 0.1829], [0.0081, -0.2597, 0.0878], [0.1323, 0.2711, -0.2277], [0.7765, 0.2211, -0.2276], [0.7675, 0.1900, -0.3771], [-0.8000, -1.5718, -0.1390], [-0.0800, 0.5964, 0.2676], [-0.2234, -0.2310, 0.0633], [0.3900, 0.4268, -0.1800], [-0.0391, -0.1578, 0.1658], [-0.0785, 0.0701, -0.3124], [0.0608, 0.3102, 0.2461], [-0.0208, 0.3019, 0.2370], [0.1409, 1.2448, 0.0545], [-0.5480, -0.9635, 0.1558], [-0.1644, 0.5318, 0.3358], [-0.0674, 0.2558, -0.0069], [0.0070, -0.5174, -0.1685], [-0.0033, -0.3273, -0.2632], [0.0150, -0.0787, -0.3008], [0.6265, -0.0043, -0.0936], [0.0326, -0.1279, 0.2578]],
  "largest_force_ev_per_a": 2.61,
  "e_above_lowest_ev": 0.2291,
  "e_homo_ev": -9.14,
  "total_energy_ha": -1971.9227,
  "lumo_ev": -0.24,
  "homo_lumo_gap_ev": 8.9,
  "smiles": "NC(N)=O.NC(N)=O.NC(N)=O.NC(N)=O.NC(N)=O.NC(N)=O.CCO.CCO.CCO.CCO"
}

{
  "formula": "C25H30FN3O3Pd",
  "method": "ωB97M-V/def2-TZVPD",
  "symbols": ["Pd", "C", "C", "C", "C", "C", "C", "C", "C", "C", "H", "H", "H", "H", "H", "H", "H", "H", "H", "H", "H", "H", "C", "C", "N", "C", "C", "C", "O", "O", "C", "O", "C", "C", "C", "F", "C", "C", "C", "N", "C", "C", "N", "C", "C", "H", "H", "H", "H", "H", "H", "H", "H", "H", "H", "H", "H", "H", "H", "H", "H", "H", "H"],
  "coordinates": [[0.27425, 3.96919, 0.31162], [-0.66113, 5.74801, 3.28079], [0.42456, 5.50970, 2.28019], [1.33779, 4.44269, 2.43853], [2.35961, 4.18941, 1.49982], [3.34317, 3.07934, 1.71496], [2.39502, 4.97448, 0.33567], [1.49370, 6.04774, 0.14044], [1.58756, 6.90873, -1.08378], [0.52174, 6.30112, 1.12643], [-1.57023, 5.23445, 2.95931], [-0.89298, 6.80847, 3.35672], [-0.38462, 5.37335, 4.26412], [1.28198, 3.83412, 3.33404], [2.98186, 2.16280, 1.24490], [3.48160, 2.88351, 2.77615], [4.30735, 3.32694, 1.27563], [3.16735, 4.79631, -0.40351], [1.02017, 6.47656, -1.90984], [2.62245, 7.00678, -1.40700], [1.18294, 7.89972, -0.88926], [-0.16341, 7.12917, 0.99205], [-3.98622, -2.26335, -1.75645], [-3.68529, -1.88479, -0.31718], [-2.56461, -0.93744, -0.21466], [-2.84338, 0.36432, -0.11462], [-1.91895, 1.37821, -0.04299], [-2.52596, 2.76622, 0.05241], [-3.72322, 2.88197, -0.07901], [-1.73774, 3.77488, 0.27024], [-0.54303, 1.04436, -0.08200], [0.42717, 1.85284, -0.02646], [-0.23317, -0.37477, -0.21406], [1.10041, -0.79239, -0.28166], [1.41028, -2.11190, -0.40875], [2.71135, -2.46101, -0.41448], [0.42123, -3.11398, -0.50403], [-0.89891, -2.69768, -0.44680], [-1.24105, -1.34613, -0.28716], [0.72022, -4.47710, -0.67304], [2.03754, -4.93385, -1.10750], [1.94469, -6.42197, -1.46425], [0.54956, -6.70920, -1.93281], [-0.42652, -6.60849, -0.78425], [0.04067, -5.47378, 0.13373], [-4.82112, -2.96101, -1.78748], [-3.12809, -2.72799, -2.24121], [-4.26165, -1.38283, -2.33394], [-3.45729, -2.75180, 0.30157], [-4.54399, -1.39674, 0.14145], [-3.89033, 0.64117, -0.08992], [1.89446, -0.06266, -0.21431], [-1.68123, -3.43059, -0.56750], [2.81666, -4.81776, -0.34944], [2.33819, -4.36194, -1.98530], [2.11599, -7.07517, -0.60957], [2.64515, -6.68936, -2.25284], [0.48986, -7.63025, -2.37375], [0.29514, -6.01510, -2.64007], [-0.43778, -7.57208, -0.27745], [-1.40636, -6.41861, -1.21971], [0.70562, -5.85963, 0.91487], [-0.81902, -5.04517, 0.64239]],
  "atomic_forces_ev_per_a": [[-0.1526, -0.2234, 0.2075], [-0.0053, -0.0069, 0.0035], [-0.0068, 0.0467, -0.0398], [-0.0118, 0.0588, -0.0555], [-0.0037, 0.0553, -0.0494], [-0.0161, -0.0299, -0.0251], [0.1745, 0.0754, 0.0359], [0.0441, 0.0129, -0.0023], [-0.0134, -0.0086, -0.0214], [0.0307, -0.0333, 0.0566], [-0.0137, -0.0024, -0.0044], [0.0029, 0.0116, 0.0059], [0.0007, -0.0018, 0.0033], [-0.0398, -0.0261, -0.0684], [-0.0111, -0.0058, -0.0003], [0.0059, -0.0012, 0.0092], [0.0114, -0.0003, -0.0023], [-0.0446, -0.0146, 0.0118], [0.0004, -0.0057, 0.0049], [-0.0018, 0.0051, -0.0018], [0.0014, 0.0036, -0.0056], [-0.0327, -0.0521, -0.0303], [-0.0141, -0.0211, 0.0167], [-0.0364, -0.0462, 0.0216], [0.0831, 0.0275, -0.0043], [0.0499, 0.1031, 0.0263], [-0.0032, 0.0067, 0.0303], [0.0652, -0.0296, -0.1508], [-0.0930, -0.0729, 0.0512], [0.0496, 0.1696, 0.0644], [-0.1082, 0.0287, -0.0074], [0.1447, 0.0757, 0.0156], [-0.0412, -0.1112, -0.0632], [-0.0048, 0.0064, -0.0028], [-0.0473, -0.0516, 0.0407], [0.0022, -0.0551, -0.0217], [0.0279, 0.1719, 0.0019], [0.0103, 0.0580, -0.0157], [0.0244, -0.0026, 0.0250], [-0.0117, -0.0360, -0.0593], [0.0605, 0.0579, -0.0274], [0.0456, -0.0406, -0.0138], [-0.0439, -0.0385, -0.1061], [-0.0335, -0.0247, 0.0178], [-0.0876, -0.0369, 0.0869], [-0.0239, -0.0230, -0.0075], [0.0161, -0.0123, -0.0226], [-0.0136, 0.0362, -0.0189], [-0.0028, -0.0139, 0.0049], [0.0280, -0.0340, -0.0333], [-0.0006, 0.0140, 0.0017], [-0.0039, 0.0077, -0.0005], [-0.0089, -0.0457, 0.0054], [-0.0203, -0.0131, -0.0042], [0.0133, 0.0051, 0.0329], [0.0264, 0.0336, -0.0285], [-0.0227, 0.0103, 0.0248], [0.0069, 0.0944, 0.0522], [0.0157, -0.0489, 0.0435], [-0.0105, 0.0148, -0.0077], [0.0220, -0.0044, 0.0294], [-0.0068, -0.0084, -0.0049], [0.0289, -0.0087, -0.0246]],
  "largest_force_ev_per_a": 0.34,
  "e_homo_ev": [-13.27, -13.52],
  "total_energy_ha": -1587.8627,
  "lumo_ev": [-5.04, -6.80],
  "homo_lumo_gap_ev": [8.2, 6.7],
  "charge": 2,
  "multiplicity": 3
}

{
  "formula": "C12H21N4O5PW",
  "method": "ωB97M-V/def2-TZVPD",
  "symbols": ["W", "O", "C", "C", "N", "C", "C", "O", "O", "C", "C", "O", "O", "H", "H", "H", "H", "H", "H", "H", "H", "H", "C", "N", "C", "N", "C", "N", "C", "P", "C", "C", "H", "H", "H", "H", "H", "H", "H", "H", "H", "H", "H", "H"],
  "coordinates": [[1.14410, 1.02143, 0.47724], [0.81207, 2.56480, 1.90204], [1.76331, 3.71745, 2.02875], [3.19194, 3.25214, 2.26234], [3.68608, 2.27413, 1.26381], [4.76425, 1.42991, 1.74797], [4.32159, 0.44962, 2.76460], [4.05927, -0.27206, 3.56322], [1.76695, -0.20760, 1.44945], [3.98189, 2.77062, -0.12649], [2.78457, 2.13682, -0.78842], [1.66555, 2.73305, -0.61144], [2.70680, 0.87958, -0.97551], [0.18890, 2.52923, 2.64171], [1.41746, 4.30931, 2.87347], [1.63480, 4.28927, 1.11599], [3.24774, 2.77358, 3.24389], [3.82318, 4.14682, 2.30791], [5.60657, 1.95231, 2.23511], [5.17818, 0.79827, 0.95115], [4.93597, 2.41206, -0.50383], [3.94536, 3.85683, -0.18236], [-4.23440, -2.82747, -2.33060], [-4.41703, -1.80025, -1.29427], [-3.60906, -2.01915, -0.04395], [-2.23841, -2.22044, -0.39877], [-2.01062, -3.31057, -1.28138], [-2.80191, -3.09299, -2.55454], [-2.32725, -3.27160, -3.72362], [-0.79259, 0.30099, -0.36109], [-5.31246, -0.89590, -1.39724], [-1.14719, -1.48576, 0.23083], [-4.70763, -2.52143, -3.26130], [-4.69356, -3.75246, -1.96643], [-4.05848, -2.89142, 0.44714], [-3.71475, -1.14577, 0.59384], [-2.37721, -4.26510, -0.88344], [-0.96044, -3.39906, -1.54575], [-2.95680, -3.15276, -4.60204], [-1.28730, -3.55990, -3.84505], [-5.90224, -0.80294, -2.30519], [-5.49397, -0.23112, -0.55920], [-1.34940, -1.40267, 1.30051], [-0.23382, -2.06983, 0.14095]],
  "atomic_forces_ev_per_a": [[0.2170, 0.1642, -0.0147], [0.1809, -0.1808, -0.0188], [-0.0917, -0.0226, -0.0900], [-0.0200, 0.0165, 0.0549], [0.1328, -0.0247, -0.0560], [0.0445, -0.0197, 0.0370], [-0.0411, 0.0075, 0.0348], [0.0053, -0.0117, -0.0176], [-0.1193, -0.0089, -0.0390], [0.0257, 0.0258, 0.0015], [-0.0802, -0.0490, 0.0372], [-0.0118, 0.0844, -0.0397], [-0.0653, 0.0797, 0.1641], [-0.0798, 0.0487, -0.0319], [0.0424, 0.0034, 0.0251], [0.0311, 0.0283, 0.0191], [-0.0001, 0.0064, 0.0054], [-0.0144, 0.0141, -0.0061], [-0.0056, 0.0136, -0.0206], [0.0183, 0.0221, -0.0065], [-0.0053, -0.0064, -0.0095], [0.0091, -0.0011, -0.0083], [-0.0513, -0.1665, -0.1469], [-0.0914, 0.2124, 0.0453], [0.3935, -0.1288, 0.1951], [-0.1364, 0.3400, -0.3746], [-0.0269, -0.0359, 0.0886], [0.0584, 0.0093, 0.1117], [-0.0153, 0.0096, -0.0603], [-0.1970, -0.3963, -0.0457], [0.0771, -0.1088, -0.0367], [-0.0782, 0.0959, 0.2722], [-0.0291, 0.0156, 0.0243], [0.0151, 0.0072, -0.0109], [0.0019, -0.0069, -0.0194], [-0.1133, 0.0102, -0.0106], [0.0109, -0.0159, -0.0270], [-0.0150, -0.0439, -0.0290], [0.0003, 0.0015, 0.0045], [-0.0032, 0.0009, 0.0139], [-0.0270, 0.0028, 0.0085], [-0.0034, 0.0606, -0.0192], [0.0414, -0.0384, 0.0217], [0.0166, -0.0142, -0.0258]],
  "largest_force_ev_per_a": 0.52,
  "e_above_lowest_ev": 0.0000,
  "e_homo_ev": -20.84,
  "total_energy_ha": -1471.8908,
  "lumo_ev": -12.28,
  "homo_lumo_gap_ev": 8.6,
  "charge": 4
}